A molecular structure, C22H46FInN2O2S2 in a non-equilibrium geometry, computed with ωB97M-V with the def2-TZVPD basis set.

E_HOMO: -6.52 eV
molar mass: 568.57 Da
total energy: -60192.20570 eV
net charge: 0

Each line ends with the Löwdin charge.
Positions of all 76 atoms, in Å:
C: -1.3147 0.6840 3.6741  -0.08
C: -1.1718 0.1655 2.1872  -0.38
C: -1.9452 -1.2032 2.0726  -0.09
C: -1.6340 1.2215 1.1235  -0.33
C: -2.9679 1.9506 1.5095  -0.06
C: -0.4426 2.1928 0.8656  -0.38
O: -0.5203 2.8131 -0.4127  -0.38
In: 1.4686 3.3752 -0.8447  0.78
F: 2.0944 4.9026 0.4341  -0.57
C: 1.8234 3.7993 -3.0178  -0.31
C: 0.6150 4.4676 -3.7836  -0.36
C: 0.3552 3.8591 -5.2002  -0.48
S: 1.7055 4.2463 -6.3899  0.82
C: 0.9269 4.6100 -8.0232  -1.03
S: 0.9915 6.1909 -8.5345  0.65
N: 0.3579 3.5218 -8.7402  -0.18
C: 1.3313 2.4720 -9.0711  -0.16
C: 1.9792 2.5926 -10.4878  -0.19
O: 1.0451 2.8958 -11.5240  -0.16
C: 0.3931 4.1296 -11.2086  -0.19
C: -0.4382 3.9346 -9.8958  -0.20
H: -1.2792 1.7909 3.7165  0.07
H: -2.2567 0.2950 4.1223  0.06
H: -0.4888 0.2370 4.2818  0.05
H: -0.1016 -0.0738 1.9924  0.12
H: -1.2818 -2.0385 2.3966  0.05
H: -2.8704 -1.1973 2.6882  0.06
H: -2.2709 -1.3474 1.0203  0.08
H: -1.8332 0.6599 0.1832  0.13
H: -3.1878 2.6652 0.6917  0.08
H: -3.7738 1.1827 1.5140  0.07
H: -2.9156 2.4705 2.4854  0.07
H: -0.2733 2.9303 1.6875  0.12
H: 0.4785 1.5492 0.8370  0.04
H: 2.4730 1.9338 -0.3907  -0.07
H: 2.6676 4.5328 -3.0584  0.03
H: 2.2113 2.8778 -3.5082  0.03
H: 0.8296 5.5586 -3.8536  0.10
H: -0.2880 4.3695 -3.1386  0.09
H: 0.1510 2.7669 -5.1533  0.08
H: -0.5777 4.3239 -5.5990  0.08
H: 2.1385 2.3697 -8.3158  0.10
H: 0.7795 1.5006 -9.0401  0.13
H: 2.3679 1.5796 -10.7399  0.13
H: 2.8515 3.2909 -10.5056  0.13
H: -0.3207 4.3386 -12.0343  0.13
H: 1.1462 4.9376 -11.1200  0.09
H: -1.1340 3.0855 -10.1119  0.13
H: -1.0959 4.8027 -9.6957  0.11
C: -1.0780 -7.2733 7.2324  -0.09
C: 0.1701 -6.7170 6.5448  -0.22
C: 0.4993 -5.2765 6.9346  -0.12
N: -0.0607 -4.2222 5.9969  -0.25
C: -1.5409 -4.3598 5.8114  0.02
C: 0.2445 -2.8378 6.5866  -0.09
C: 1.5740 -2.4557 5.9763  -0.15
C: 1.4129 -2.9227 4.5431  -0.14
C: 0.6655 -4.2443 4.6426  -0.07
H: -1.9973 -6.8346 6.8450  0.06
H: -1.1424 -8.3504 7.0757  0.08
H: -1.0453 -7.0951 8.3088  0.08
H: 0.0902 -6.8414 5.4623  0.11
H: 1.0106 -7.3376 6.8644  0.12
H: 1.5804 -5.1325 6.9299  0.13
H: 0.1318 -5.0470 7.9350  0.13
H: -2.0104 -4.3773 6.7933  0.12
H: -1.7419 -5.2746 5.2595  0.10
H: -1.8982 -3.5090 5.2337  0.11
H: -0.5406 -2.1553 6.2608  0.13
H: 0.2507 -2.8973 7.6732  0.14
H: 2.3969 -2.9800 6.4683  0.12
H: 1.7674 -1.3861 6.0476  0.13
H: 2.3694 -3.0315 4.0338  0.13
H: 0.8180 -2.2018 3.9764  0.11
H: 1.3467 -5.0936 4.6299  0.13
H: -0.0704 -4.3595 3.8494  0.13



3 unconnected molecules or ions with the total composition C22H46FN7O5P2S in a non-equilibrium geometry, computed with ωB97M-V with the def2-TZVPD basis set.

SMILES: C[C@@H](F)[C@]1(S)OC(=O)O[C@H]1c1ccccn1.CN(C)P(=O)(N(C)C)N(C)C.CN(C)P(=O)(N(C)C)N(C)C
E_HOMO: -7.86 eV
molar mass: 601.67 Da
total energy: -76355.86288 eV
net charge: 0

Each line ends with the Löwdin charge.
Positions of all 84 atoms, in Å:
C: -3.9000 -0.1642 2.5011  -0.02
C: -2.5611 0.4310 2.1397  -0.37
F: -1.8101 0.7678 3.2577  0.01
C: -1.7575 -0.4520 1.1123  -0.65
S: -2.4364 0.0772 -0.5084  0.90
O: -2.1196 -1.8050 1.3311  0.04
C: -1.2840 -2.1796 2.3781  -0.55
O: -1.5004 -3.1210 3.0489  0.20
O: -0.2520 -1.3354 2.4828  0.07
C: -0.2631 -0.4689 1.3315  -0.16
C: 0.6233 -1.1614 0.2640  -0.21
C: 0.7535 -0.5100 -0.9502  -0.05
C: 1.5354 -1.0653 -1.9488  -0.04
C: 2.1732 -2.2472 -1.6089  -0.06
C: 1.9871 -2.7753 -0.3493  -0.12
N: 1.2083 -2.3052 0.6342  0.16
H: -3.7999 -1.0890 3.0685  0.09
H: -4.4123 -0.4217 1.5778  0.08
H: -4.4699 0.5286 3.1135  0.09
H: -2.7793 1.3667 1.6248  0.11
H: -1.8252 1.2689 -0.5814  -0.09
H: 0.2128 0.4727 1.5901  0.17
H: 0.2422 0.4231 -1.1201  0.08
H: 1.6537 -0.6204 -2.9247  0.11
H: 2.8124 -2.7548 -2.3156  0.10
H: 2.5293 -3.6850 -0.1097  0.11
C: -5.4317 4.0083 -3.5230  -0.12
N: -4.2501 4.1866 -4.3534  -0.34
C: -3.3040 5.0701 -3.6839  -0.14
P: -3.4457 2.8094 -5.0183  0.72
O: -3.0846 2.0602 -3.7586  -0.31
N: -4.4911 1.6451 -5.7240  -0.32
C: -5.9111 1.8290 -5.9122  -0.14
C: -4.1928 0.2516 -5.4150  -0.14
N: -3.2440 3.5960 -6.6046  -0.30
C: -1.8574 3.5435 -7.0938  -0.14
C: -3.8395 4.8749 -6.9559  -0.14
H: -5.8008 4.9850 -3.2025  0.08
H: -5.2415 3.4030 -2.6281  0.09
H: -6.2464 3.5561 -4.0834  0.05
H: -2.4592 5.2968 -4.3450  0.07
H: -2.9017 4.6223 -2.7667  0.08
H: -3.7793 6.0203 -3.4345  0.08
H: -6.4723 1.6456 -4.9858  0.08
H: -6.2829 1.1328 -6.6689  0.08
H: -6.1506 2.8290 -6.2776  0.07
H: -4.5913 -0.0534 -4.4382  0.08
H: -3.1192 0.0766 -5.4035  0.07
H: -4.6177 -0.3985 -6.1829  0.08
H: -1.2014 4.2315 -6.5475  0.07
H: -1.8101 3.7893 -8.1554  0.08
H: -1.4573 2.5313 -6.9764  0.08
H: -3.3445 5.7327 -6.4841  0.08
H: -4.8954 4.9106 -6.7090  0.07
H: -3.7605 4.9959 -8.0401  0.09
C: 2.4342 -2.4409 3.8313  -0.11
N: 3.6232 -3.1887 4.2218  -0.33
C: 3.5903 -4.5162 3.6221  -0.14
P: 5.1819 -2.4749 4.0568  0.72
O: 5.2161 -2.1976 2.5728  -0.30
N: 5.3017 -0.8558 4.6245  -0.32
C: 4.2524 -0.1596 5.3304  -0.14
C: 6.0422 0.0645 3.7727  -0.15
N: 5.7089 -3.0724 5.6531  -0.30
C: 6.9919 -3.7885 5.5982  -0.15
C: 4.8241 -3.7242 6.6043  -0.14
H: 1.5401 -3.0420 4.0077  0.09
H: 2.4347 -2.1448 2.7803  0.06
H: 2.3042 -1.5492 4.4420  0.06
H: 4.4240 -5.1249 3.9939  0.07
H: 3.6664 -4.4748 2.5285  0.08
H: 2.6688 -5.0339 3.8929  0.09
H: 3.4859 0.2270 4.6445  0.08
H: 4.6683 0.6912 5.8780  0.08
H: 3.7695 -0.7929 6.0759  0.07
H: 5.4308 0.4506 2.9454  0.08
H: 6.9143 -0.4212 3.3405  0.07
H: 6.4028 0.9099 4.3636  0.08
H: 6.8919 -4.7794 5.1389  0.07
H: 7.4126 -3.9108 6.5974  0.08
H: 7.7153 -3.2155 5.0091  0.08
H: 4.5586 -4.7508 6.3227  0.08
H: 3.9076 -3.1630 6.7539  0.07
H: 5.3371 -3.7624 7.5702  0.09



A molecular structure, C22H46N2O2SSi4TeW in a non-equilibrium geometry, computed with ωB97M-V with the def2-TZVPD basis set.

E_HOMO (alpha / beta): -13.63 / -13.53 eV
energy relative to the best compared isomer or geometry (same formula, charge and spin): 2.1265 eV
molar mass: 826.47 Da
spin multiplicity: 3
total energy: -82087.34581 eV
net charge: +2
⟨S²⟩: 2.04

Each line ends with the Mulliken spin population.
Positions of all 79 atoms, in Å:
W: -0.5190 -2.3949 -0.0284  0.08
C: 2.5774 -2.1884 -1.2346  0.03
C: 1.6614 -2.5647 -0.1225  0.31
O: 0.7903 -3.6422 -0.4899  0.06
C: 2.1325 -2.6656 1.2702  -0.07
C: 3.4701 -2.8377 1.6226  0.01
C: 3.8144 -2.9764 2.9560  0.00
C: 2.8276 -2.9397 3.9405  0.03
C: 1.4943 -2.7484 3.6094  -0.02
C: 1.1693 -2.6030 2.2731  0.09
O: -0.1369 -2.3535 1.9077  0.03
H: 2.0395 -2.0457 -2.1690  0.00
H: 3.3022 -2.9909 -1.3873  0.00
H: 3.1174 -1.2735 -0.9923  0.00
H: 4.2347 -2.8841 0.8571  0.00
H: 4.8495 -3.1188 3.2344  0.00
H: 3.1056 -3.0543 4.9802  0.00
H: 0.7221 -2.7007 4.3653  0.00
C: -2.6167 -5.6990 1.9772  0.00
N: -2.2188 -4.7524 0.9245  0.00
C: -1.7412 -5.4484 -0.2795  0.00
C: -2.3510 -3.4241 0.9362  0.02
S: -1.6246 -1.8837 -1.8612  0.34
N: -3.1905 -2.7568 1.6954  0.00
C: -3.0404 -1.3054 1.8340  -0.01
C: -4.3595 -3.3029 2.4120  0.00
H: -1.8750 -6.4955 1.9717  0.00
H: -3.5937 -6.1414 1.7856  0.00
H: -2.5961 -5.2268 2.9524  0.00
H: -2.5089 -6.1501 -0.6055  0.00
H: -0.8232 -5.9923 -0.0648  0.00
H: -1.5811 -4.7523 -1.0960  0.00
H: -2.2541 -1.0598 2.5454  -0.01
H: -3.9762 -0.8862 2.1923  0.00
H: -2.8250 -0.8654 0.8604  0.02
H: -4.6713 -4.2506 1.9964  0.00
H: -5.1777 -2.5994 2.2822  0.00
H: -4.1494 -3.4099 3.4753  0.00
C: 0.8980 5.3909 0.4645  0.00
Si: 0.4941 3.6712 0.9963  0.04
C: -1.1484 3.5321 1.8353  0.01
C: 1.8397 2.9271 2.0268  0.03
Si: 0.3767 2.4074 -1.0182  0.18
Te: -0.0514 0.1205 -0.1123  0.68
Si: -1.6236 2.7783 -2.2605  0.08
C: -3.0357 1.9629 -1.3713  0.02
C: -1.7400 4.6207 -2.2749  0.01
C: -1.4066 2.0235 -3.9291  0.00
Si: 2.3208 2.4714 -2.4128  0.03
C: 3.7611 2.0372 -1.3308  0.00
C: 2.3525 4.2370 -2.9596  0.01
C: 2.1864 1.2977 -3.8293  0.00
H: 0.8100 6.0379 1.3436  0.00
H: 0.2344 5.7870 -0.3064  0.00
H: 1.9261 5.4638 0.1031  0.00
H: -1.2291 4.2894 2.6211  0.00
H: -1.2612 2.5504 2.3059  0.00
H: -1.9866 3.6807 1.1509  0.00
H: 1.8579 3.3867 3.0199  0.00
H: 2.8217 3.0798 1.5717  0.00
H: 1.6997 1.8509 2.1639  0.00
H: -3.1148 2.2794 -0.3287  0.00
H: -2.9149 0.8746 -1.3992  -0.01
H: -3.9853 2.1955 -1.8636  0.00
H: -1.9825 5.0157 -1.2852  0.00
H: -2.5397 4.9214 -2.9600  0.01
H: -0.8183 5.0969 -2.6206  0.00
H: -1.0221 1.0022 -3.8673  0.00
H: -0.7329 2.6042 -4.5630  0.00
H: -2.3790 1.9838 -4.4303  0.00
H: 3.9825 2.8345 -0.6159  0.00
H: 4.6551 1.8774 -1.9410  0.00
H: 3.5795 1.1236 -0.7573  0.01
H: 2.2268 4.9577 -2.1494  0.00
H: 1.5898 4.4424 -3.7159  0.00
H: 3.3318 4.4189 -3.4152  0.00
H: 1.8073 0.3122 -3.5454  0.00
H: 3.1925 1.1584 -4.2374  0.00
H: 1.5502 1.6811 -4.6281  0.00



Look up the molar mass of the second one.
601.67 Da



Which of these has the highest total energy?
C22H46FInN2O2S2



Which of these has the highest net charge?
C22H46N2O2SSi4TeW